C10H16Br12N2O2PS2 | wB97M-V/def2-TZVPD

```
45
Properties=species:S:1:pos:R:3
O 1.95608 2.78650 -0.21924
C 1.04361 2.20484 -1.10716
C 1.25959 0.67610 -1.18469
P 0.69629 -0.13890 -2.69746
S -0.05510 1.08911 -4.16418
C -0.58599 -1.34467 -2.40949
C -1.65746 -0.83216 -1.42944
S -3.30623 -1.21419 -2.06611
C -4.08394 0.25929 -1.57942
N -3.74373 0.99925 -0.57990
N -4.62204 2.08228 -0.60539
C -5.40892 1.87325 -1.59619
O -5.12566 0.74040 -2.27382
H 2.83300 2.63401 -0.59324
H 1.16447 2.65037 -2.09231
H 0.04429 2.39639 -0.73635
H 2.31477 0.43688 -1.08170
H 0.74499 0.18870 -0.35916
H 1.79226 -0.81565 -3.23433
H 0.83926 2.08658 -4.09819
H -0.10884 -2.24002 -2.02231
H -1.04346 -1.55406 -3.37482
H -1.55357 -1.37366 -0.49502
H -1.58594 0.22439 -1.19592
H -6.20494 2.53521 -1.87308
C -0.14253 -3.73057 1.29865
Br -0.76162 -2.59684 2.70698
Br -1.58760 -4.36546 0.20095
Br 1.18168 -2.82134 0.22006
H 0.34462 -4.59049 1.73839
C -2.11423 0.22574 5.48952
Br -2.41684 -1.66616 5.65377
Br -0.30914 0.68331 5.96865
Br -2.55909 0.85377 3.72695
H -2.77258 0.72173 6.18664
C 2.73864 -4.31239 4.81865
Br 1.50865 -5.72959 4.38727
Br 3.79142 -3.81876 3.28436
Br 1.82140 -2.79814 5.55569
H 3.41735 -4.68795 5.56949
C 4.54820 4.48732 -2.82457
Br 4.97372 2.86456 -1.86796
Br 2.95589 4.27829 -3.89546
Br 4.41352 5.98224 -1.64304
H 5.36574 4.67049 -3.50610
```

Results
orbital gap = 8.857 eV
molar mass = 1250.206 g/mol
E_HOMO = -11.9 eV
strongest force on any atom = 1.0 eV/A
net charge = +1



C10H16Br2ClO5P | wB97M-V/def2-TZVPD

```
35
Properties=species:S:1:pos:R:3
C -4.09878 -1.06382 2.28213
C -3.64855 0.26384 1.76160
O -3.67491 1.28683 2.37764
O -3.20540 0.20031 0.47006
C -2.18416 1.11385 0.10781
C -0.81796 0.41899 -0.07128
P 0.22440 1.00866 -1.49343
C -0.85379 0.71661 -2.93578
C 0.19067 2.84128 -1.31696
O -1.02245 -1.00532 -0.24148
C -0.97391 -1.59513 0.97950
O -1.07091 -2.75609 1.18148
O -0.79286 -0.63124 1.94053
C -0.00810 0.34160 1.22325
Cl 0.28154 1.78550 2.13595
H -4.01332 -1.85351 1.54110
H -3.48797 -1.30545 3.15096
H -5.13365 -0.98794 2.61052
H -2.47689 1.58835 -0.82693
H -2.11103 1.90206 0.85828
H -1.88615 1.05244 -2.82718
H -0.82934 -0.33852 -3.19807
H -0.40281 1.27655 -3.75684
H 1.20772 3.20105 -1.45447
H -0.14833 3.17010 -0.33549
H -0.45035 3.30700 -2.06655
H 0.94647 -0.13738 0.99349
Br 6.46527 -0.05426 0.09226
C 5.49206 -1.72972 0.24796
C 4.68656 -2.03308 -0.98807
Br 3.10007 -0.91270 -1.12703
H 4.86596 -1.64156 1.13037
H 6.24517 -2.49730 0.40973
H 4.32781 -3.05968 -0.95806
H 5.25790 -1.87230 -1.89701
```

Results
orbital gap = 9.639 eV
SMILES = CC(=O)OC[C@]1(P(C)C)OC(=O)O[C@@H]1Cl.BrCCBr
molar mass = 442.468 g/mol
E_HOMO = -9.1 eV
strongest force on any atom = 0.7 eV/A
net charge = 0



C10H16CeClGaS | wB97M-V/def2-TZVPD

```
30
Properties=species:S:1:pos:R:3
Ga -3.20218 1.88871 -1.80512
Cl -1.61633 3.39182 -1.81385
C -3.95509 1.20427 -0.00885
C -3.22945 0.29675 -3.00106
H -4.88536 0.63144 -0.21875
H -3.35843 0.60182 0.72164
H -4.24165 2.17360 0.46030
H -4.11057 -0.34075 -2.84516
H -2.41471 -0.42178 -3.11827
H -3.35494 0.84624 -3.94388
Ce 0.90937 -0.05653 0.82005
C 2.51785 -0.76040 -0.76086
C -0.64572 -1.58481 0.40435
H 2.14200 -1.73450 -1.15593
H 2.41505 -0.01770 -1.58625
H 3.59626 -0.87276 -0.50355
H -0.82611 -1.48151 -0.75871
H -1.66321 -1.23398 0.82935
S 0.13192 0.00103 3.34640
C 1.85037 -0.10241 3.08577
C 2.61089 1.09928 2.91409
C 3.97074 0.99342 2.56584
C 4.56884 -0.26698 2.43559
C 3.82926 -1.43424 2.59676
C 2.45946 -1.38161 2.90487
H 2.09483 2.06392 3.02371
H 4.52707 1.89160 2.35181
H 5.63930 -0.32787 2.21989
H 4.28517 -2.40606 2.43367
H 1.82824 -2.26774 3.02249
```

Results
orbital gap (spin up / spin down) = 5.993 / 5.992 eV
energy above the lowest of the compared OMol25 structures with the same formula, charge and spin = 0.913 eV
molar mass = 413.597 g/mol
E_HOMO (spin up / spin down) = -6.9 / -6.9 eV
strongest force on any atom = 4.3 eV/A
net charge = 0



C10H16Cl2N4SV | wB97M-V/def2-TZVPD

```
34
Properties=species:S:1:pos:R:3
V -0.13084 -0.31639 -0.41040
N 1.80560 0.07281 0.41574
N 2.45074 1.19886 -0.24101
C 1.59885 2.31764 -0.31147
N 2.05005 3.50573 0.30764
S -0.01711 2.06519 -0.83773
H 1.76216 0.21000 1.42515
H 2.36530 -0.75256 0.23233
H 3.32257 1.41419 0.22629
H 2.94767 3.82709 -0.03605
H 1.37507 4.24789 0.19796
Cl -2.20406 -0.18850 -1.49959
C -3.34917 0.24942 -0.17499
Cl -2.49428 0.32810 1.36323
H -4.10599 -0.52242 -0.12593
H -3.76162 1.22283 -0.40331
C 2.39289 -3.28848 -0.16957
C 1.09894 -4.05209 -0.07279
C 1.10606 -5.44055 -0.01354
C -0.07475 -6.16072 0.08356
C -1.27578 -5.47044 0.12094
C -1.31543 -4.08252 0.06006
C -2.63672 -3.36094 0.07704
C -0.11981 -3.35770 -0.04292
N -0.13167 -1.96378 -0.16506
H 3.22961 -3.96337 -0.35122
H 2.60078 -2.75504 0.76268
H 2.35661 -2.55756 -0.98067
H 2.05717 -5.96260 -0.04172
H -0.05814 -7.24263 0.12915
H -2.21010 -6.01684 0.19815
H -3.43561 -4.02833 0.40160
H -2.89206 -2.98708 -0.91942
H -2.59934 -2.50867 0.75342
```

Results
⟨S²⟩ = 0.7813
orbital gap (spin up / spin down) = 5.166 / 5.109 eV
energy above the lowest of the compared OMol25 structures with the same formula, charge and spin = 0.355 eV
2S+1 = 2
molar mass = 346.183 g/mol
E_HOMO (spin up / spin down) = -5.3 / -5.1 eV
strongest force on any atom = 2.3 eV/A
net charge = 0



- Among the records above, which one has the lowest strongest force on any atom?
  C10H16Br2ClO5P



Copy entry 1 word for word.
C10H16Br12N2O2PS2 | wB97M-V/def2-TZVPD

```
45
Properties=species:S:1:pos:R:3
O 1.95608 2.78650 -0.21924
C 1.04361 2.20484 -1.10716
C 1.25959 0.67610 -1.18469
P 0.69629 -0.13890 -2.69746
S -0.05510 1.08911 -4.16418
C -0.58599 -1.34467 -2.40949
C -1.65746 -0.83216 -1.42944
S -3.30623 -1.21419 -2.06611
C -4.08394 0.25929 -1.57942
N -3.74373 0.99925 -0.57990
N -4.62204 2.08228 -0.60539
C -5.40892 1.87325 -1.59619
O -5.12566 0.74040 -2.27382
H 2.83300 2.63401 -0.59324
H 1.16447 2.65037 -2.09231
H 0.04429 2.39639 -0.73635
H 2.31477 0.43688 -1.08170
H 0.74499 0.18870 -0.35916
H 1.79226 -0.81565 -3.23433
H 0.83926 2.08658 -4.09819
H -0.10884 -2.24002 -2.02231
H -1.04346 -1.55406 -3.37482
H -1.55357 -1.37366 -0.49502
H -1.58594 0.22439 -1.19592
H -6.20494 2.53521 -1.87308
C -0.14253 -3.73057 1.29865
Br -0.76162 -2.59684 2.70698
Br -1.58760 -4.36546 0.20095
Br 1.18168 -2.82134 0.22006
H 0.34462 -4.59049 1.73839
C -2.11423 0.22574 5.48952
Br -2.41684 -1.66616 5.65377
Br -0.30914 0.68331 5.96865
Br -2.55909 0.85377 3.72695
H -2.77258 0.72173 6.18664
C 2.73864 -4.31239 4.81865
Br 1.50865 -5.72959 4.38727
Br 3.79142 -3.81876 3.28436
Br 1.82140 -2.79814 5.55569
H 3.41735 -4.68795 5.56949
C 4.54820 4.48732 -2.82457
Br 4.97372 2.86456 -1.86796
Br 2.95589 4.27829 -3.89546
Br 4.41352 5.98224 -1.64304
H 5.36574 4.67049 -3.50610
```

Results
orbital gap = 8.857 eV
molar mass = 1250.206 g/mol
E_HOMO = -11.9 eV
strongest force on any atom = 1.0 eV/A
net charge = +1